ORCA calculation (ωB97M-V/def2-TZVPD) on C10H13BrFeN3O3 as an isolated structure in a non-equilibrium geometry.

Structure (XYZ):
```
31
Properties=species:S:1:pos:R:3:forces:R:3
H -0.1643 3.1449 1.5195 -0.1 0.1 0.0
O 0.6315 0.9303 -1.6732 0.7 0.6 0.0
H -2.4134 2.0048 -0.8732 0.1 -0.1 -0.1
H -1.3913 -1.5753 2.3762 0.2 0.0 -0.1
C 1.2842 2.2558 0.2472 -0.2 -0.1 0.1
O 2.8381 -2.7890 0.9785 0.0 0.0 0.2
H -0.1234 0.5768 2.4596 0.2 -0.2 -0.2
C 1.8194 -2.3541 0.4637 -0.2 -0.1 -0.4
N 2.5749 2.0472 -1.8064 0.0 -0.1 0.0
H -0.1156 -3.0862 -1.9102 0.0 0.0 0.0
H 1.2934 -4.2262 -0.2510 0.0 0.0 0.0
C -2.1144 1.1876 -0.2281 0.2 0.3 0.0
C 1.4542 1.6918 -1.1397 -0.2 -0.8 -0.3
C -1.0475 1.3797 0.6711 0.0 -0.3 0.1
H 1.6156 1.4806 0.9454 0.2 0.0 -0.1
C -2.4103 -1.0547 0.5624 -0.3 0.1 0.4
O 1.3512 -1.1633 0.5280 0.1 0.6 -0.4
H -3.6417 -0.1414 -0.9567 0.1 0.0 -0.1
H 1.9135 3.1365 0.3830 0.0 0.0 -0.1
H -0.9348 -3.3491 -0.5033 0.0 0.0 0.0
H 2.7688 1.5169 -2.6427 0.0 0.0 0.0
C -0.8108 0.3818 1.6455 -0.1 0.4 -0.8
Fe -0.2898 -0.5343 -0.4154 -0.8 -0.4 2.2
Br -3.3163 -2.7170 0.4477 -0.1 0.0 0.1
N 1.0631 -3.2492 -0.3190 0.1 0.0 -0.1
N -0.1438 -2.8699 -0.9202 0.1 0.4 -0.2
H -0.5725 3.2633 -0.1972 0.0 0.1 0.1
H 3.3794 2.3450 -1.2800 -0.1 0.2 0.0
C -1.5224 -0.8241 1.6098 -0.1 -0.3 -0.3
C -2.7986 -0.0090 -0.2941 0.1 -0.5 -0.2
C -0.1764 2.5999 0.5727 0.1 0.1 0.1
```
Forces are in eV/Å.

The spin multiplicity is 2. Its expectation value of S² is 0.8031. For the energy, the calculation gives -125622.442 eV. As for the largest force on an atom: 2.34 eV/A. Its molar mass is 358.98 g/mol.